# 1
Computed, not measured: a 12-piece molecular cluster, C22H44BN2O44S9 overall at a distorted geometry, with wB97M-V/def2-TZVPD.

XYZ file:
```
122
Properties=species:S:1:pos:R:3
S 3.76 -1.21 -3.75
S -8.48 -0.32 1.41
S -0.08 -5.15 1.58
S 1.67 5.93 1.10
S -3.76 -0.04 3.04
S -5.85 -0.80 -5.10
S 7.06 -3.59 4.16
S 0.10 2.73 -5.89
S 2.13 1.92 6.02
O -0.21 -0.79 -2.06
O -5.74 -0.06 -6.31
O 1.00 2.00 6.86
O -2.02 -0.72 -3.36
O -4.94 0.69 3.28
O -8.04 0.70 2.29
O -1.42 -4.92 0.76
O 1.69 1.74 4.47
O -5.17 0.07 -3.92
O -1.25 -0.98 0.03
O 3.18 1.01 6.29
O 2.72 1.04 0.64
O 2.74 3.40 5.80
O -3.33 -1.14 -0.72
O 3.74 0.04 -2.73
O -0.33 -4.02 2.66
O 3.10 -0.78 -4.92
O 1.86 5.47 -0.43
O 2.28 7.20 1.31
O 7.28 -2.24 3.33
O -2.57 0.28 4.10
O -7.36 -0.49 0.24
O 5.49 -3.44 4.39
O 1.07 -4.87 0.77
O 3.13 -1.80 0.66
O 1.68 2.57 -5.69
O -0.28 1.84 -4.61
O 0.72 0.47 -0.23
O 3.31 -2.38 -3.07
O -0.13 -6.42 2.21
O 1.03 -1.84 -0.19
O 7.74 -3.41 5.40
O -3.94 -1.43 2.81
O -0.29 4.08 -5.73
O -5.29 -2.10 -5.10
O -8.22 -1.74 2.15
O 5.35 -1.14 -3.96
O 2.57 4.70 1.66
O -7.32 -0.83 -4.45
O 0.36 5.73 1.58
O 7.36 -4.72 3.37
O -0.37 2.03 -7.03
O -9.78 -0.33 0.84
O -2.87 0.58 1.81
N 3.26 -4.16 -0.75
N -2.77 0.69 -5.50
C -2.17 -0.95 -0.90
C -2.44 -4.25 1.53
C -1.63 -3.40 2.51
C 3.65 4.45 0.77
C -1.39 0.83 3.54
C -7.50 0.39 -3.70
C 1.88 0.24 0.35
C -6.91 -2.21 1.80
C -1.50 -0.76 -2.29
C 6.22 -1.29 3.58
C 6.00 -0.36 -2.96
C 2.45 2.64 3.70
C 0.81 1.55 -3.76
C -6.44 -1.56 0.55
C 2.10 -1.28 0.33
C 2.02 2.33 -4.34
C 3.23 5.04 -0.60
C 5.03 -2.20 3.84
C 4.94 0.05 -1.93
C -1.83 1.45 2.23
C 2.56 3.94 4.48
C -6.15 0.64 -3.05
B 0.06 -0.79 -0.60
H -7.81 1.18 -4.39
H 1.64 4.53 4.42
H 6.79 -0.93 -2.47
H 2.25 3.19 -3.71
H 3.35 4.63 4.22
H 3.81 3.37 0.69
H 6.53 -0.71 4.45
H -3.52 1.31 -5.19
H -2.14 1.30 -6.04
H -0.99 1.66 4.12
H -0.65 0.03 3.52
H 5.08 1.01 -1.46
H -1.06 1.36 1.47
H -5.94 1.71 -3.02
H 4.75 -0.65 -1.11
H 3.33 -3.99 -1.76
H 3.72 -3.36 -0.29
H 3.37 4.48 -1.51
H 3.88 -4.92 -0.44
H 2.26 -4.30 -0.54
H 3.49 2.29 3.58
H 1.02 0.49 -3.67
H 4.52 4.99 1.13
H -6.43 -2.21 -0.32
H -8.29 0.23 -2.98
H 0.65 1.93 -2.75
H 4.20 -1.75 4.37
H -2.09 -3.34 3.49
H -2.31 2.41 2.42
H 6.43 0.52 -3.43
H -2.97 -3.56 0.87
H -3.20 -0.03 -6.09
H 2.12 2.55 2.67
H -1.39 -2.42 2.12
H -7.08 -3.29 1.77
H 6.00 -0.73 2.68
H 2.90 1.68 -4.32
H -6.33 -1.98 2.70
H -5.45 -1.14 0.76
H -6.05 0.28 -2.04
H 3.72 6.01 -0.70
H 4.67 -2.50 2.85
H -2.36 0.14 -4.68
H -3.00 -5.05 2.00
```

Values from the calculation:
**Charge**: +1
**Spin multiplicity**: 1
**Lowest unoccupied orbital energy**: -3.133 eV
**HOMO energy**: -12.53 eV
**Gap between HOMO and LUMO**: 0.3453 Eh

---

# 2
Computed, not measured: C22H44BN4O10S2 as an isolated structure at a distorted geometry, with wB97M-V/def2-TZVPD.

XYZ file:
```
83
Properties=species:S:1:pos:R:3
S -7.22 1.78 -5.28
S -6.11 4.19 -6.23
O 2.27 -2.33 -1.59
O -7.48 1.07 -3.95
O -5.81 5.62 -5.77
O -7.04 4.32 -7.42
O -3.31 4.21 -4.72
O -6.16 0.97 -6.00
O -1.45 1.49 -4.49
O -8.98 0.58 -7.22
O -2.02 3.03 -6.22
O 2.38 -0.19 4.82
N 3.55 -0.10 5.51
N 1.80 -1.40 -0.72
N -6.76 3.38 -4.88
N -9.92 2.65 -5.96
C 5.99 -0.48 5.23
C 2.33 0.20 -2.61
C 4.42 -0.02 7.85
C -2.68 0.52 -6.39
C -0.04 -0.52 -2.21
C 1.33 -3.41 0.73
C 4.58 -0.60 3.25
C 4.21 -2.83 6.42
C 0.81 -2.06 0.17
C 1.18 1.02 -0.62
C -1.09 -1.10 -1.26
C -3.29 3.63 -5.81
C 1.31 -0.23 -1.53
C 4.39 -2.42 4.96
C -4.50 3.51 -6.84
C 4.57 -0.90 4.77
C 3.27 -0.50 6.92
C -2.00 1.74 -5.60
C 3.10 -2.03 7.08
C 2.02 0.21 7.49
C -0.54 -2.32 -0.52
C 0.59 -1.21 1.44
B -8.82 1.65 -6.25
H -4.56 2.42 -7.21
H 5.25 -2.96 4.54
H 0.02 -0.30 1.27
H -8.81 0.91 -8.12
H 1.42 -4.18 -0.04
H 0.20 1.12 -0.17
H 4.86 0.92 7.49
H 3.67 -0.95 2.75
H 4.06 0.18 8.86
H -3.66 0.23 -5.87
H 1.33 1.94 -1.19
H -9.93 3.37 -6.69
H 2.14 -2.34 6.64
H 0.64 -3.81 1.48
H 3.30 0.43 -2.16
H 4.67 0.47 3.06
H 5.15 -2.72 6.97
H 6.75 -0.90 4.56
H 3.52 -2.77 4.39
H 1.93 1.02 0.17
H 5.22 -0.75 7.97
H 1.98 1.09 -3.13
H -1.29 -2.65 0.21
H 1.55 -0.93 1.90
H 0.03 -1.76 2.20
H 5.42 -1.10 2.76
H -2.92 0.89 -7.45
H 6.11 0.60 5.20
H 6.25 -0.83 6.22
H 2.48 -0.56 -3.38
H -1.98 -1.38 -1.83
H -1.42 -0.34 -0.54
H 3.96 -3.90 6.47
H 3.04 -2.29 8.14
H 2.11 1.29 7.42
H 1.88 -0.05 8.55
H -9.71 3.04 -5.03
H 2.31 -3.29 1.21
H -1.97 -0.38 -6.45
H 0.10 -1.23 -3.04
H 1.09 -0.09 6.99
H -4.21 4.14 -7.76
H -0.44 -3.14 -1.24
H -0.44 0.40 -2.66
```

Values from the calculation:
**Charge**: -1
**Spin multiplicity**: 3
**Lowest unoccupied orbital energy (spin up / spin down)**: 1.774 / 0.957 eV
**HOMO energy (spin up / spin down)**: -6.55 / -6.55 eV
**Gap between HOMO and LUMO (spin up / spin down)**: 0.3059 / 0.2759 Eh

---

# 3
Computed, not measured: a 7-piece molecular cluster, C22H44Br6O8 overall at a distorted geometry, with wB97M-V/def2-TZVPD.

XYZ file:
```
80
Properties=species:S:1:pos:R:3
Br 2.77 0.66 4.07
Br 0.66 -2.60 -6.44
Br -1.34 1.65 -6.33
Br 3.44 1.07 -0.50
Br -4.05 7.10 6.10
Br -1.28 5.90 2.63
O 1.59 -6.00 -1.67
O 3.29 -4.95 -2.93
O -1.17 3.48 6.30
O -2.28 -3.36 -3.32
O 1.07 3.13 6.27
O -3.34 -4.83 -1.90
O -0.54 2.28 1.23
O -1.85 1.48 -0.58
C 0.46 -0.61 -6.53
C -1.02 -0.31 -6.63
C -2.47 6.70 4.95
C 3.58 0.66 1.40
C -2.31 -2.84 -0.99
C 2.03 -2.92 -2.93
C -1.08 0.28 -2.51
C -1.61 2.16 0.60
C 2.48 -4.07 -3.75
C -2.71 -3.76 -2.14
C 2.32 1.04 2.21
C -2.92 6.33 3.58
C 1.29 3.37 7.62
C -2.69 3.14 1.09
C -0.75 0.77 -1.17
C -1.64 -5.33 -4.69
C -2.63 -4.17 -4.42
C 2.84 3.35 7.84
C -0.19 2.75 4.21
C 2.76 -5.69 -1.96
C -0.15 3.14 5.69
C 3.85 -6.01 -0.94
H 3.64 -0.42 1.44
H -1.32 -2.42 -1.17
H -3.68 5.56 3.48
H -3.65 -4.50 -4.60
H 1.49 -2.21 -3.55
H 1.44 0.50 1.86
H -1.26 2.72 4.00
H -1.35 1.07 -3.21
H 3.19 -3.77 -4.52
H -2.45 3.45 2.11
H -3.38 7.20 3.13
H 0.33 3.48 3.60
H -2.00 5.86 5.45
H -3.66 2.66 0.97
H 3.12 3.37 8.89
H 3.33 -6.25 -0.02
H -1.60 -0.88 -5.90
H 2.97 -2.51 -2.55
H 0.69 2.72 8.27
H 0.29 1.78 4.09
H -0.35 -0.05 -0.57
H -2.37 -3.38 -0.04
H -1.90 -0.44 -2.46
H 3.20 4.20 7.27
H -1.40 -0.40 -7.65
H -1.65 -6.17 -3.99
H -1.71 -5.75 -5.69
H -3.09 -2.09 -0.98
H -0.29 -0.36 -2.88
H 3.32 2.49 7.38
H 1.71 -4.75 -4.12
H 2.07 2.08 1.99
H 0.85 -0.18 -5.61
H -0.62 -4.97 -4.57
H -1.87 7.61 4.97
H 1.07 -0.23 -7.35
H 1.37 -3.29 -2.15
H -2.77 3.93 0.34
H 4.41 -6.84 -1.38
H 0.95 4.38 7.85
H 4.51 1.02 1.85
H -2.49 -3.54 -5.30
H 4.41 -5.10 -0.77
H 0.09 1.44 -1.36
```

Values from the calculation:
**Charge**: 0
**SMILES**: CCOC(C)=O.CCOC(C)=O.CCOC(C)=O.CCOC(C)=O.BrCCBr.BrCCBr.BrCCBr
**Spin multiplicity**: 1
**Lowest unoccupied orbital energy**: 0.139 eV
**HOMO energy**: -10.15 eV
**Gap between HOMO and LUMO**: 0.3782 Eh

---

# 4
Computed, not measured: a 2-piece molecular cluster, C22H44ClF5IN3Si2 overall at a distorted geometry, with wB97M-V/def2-TZVPD.

XYZ file:
```
78
Properties=species:S:1:pos:R:3
I 0.38 -3.91 -2.40
Cl 1.18 -4.78 6.14
Si -1.75 3.15 -2.53
Si -3.06 5.58 -3.77
F 5.33 -4.15 4.03
F 4.07 -2.07 2.97
F 7.25 -2.84 3.38
F 6.60 -4.71 1.97
F 5.88 -1.40 1.52
N -1.95 4.24 -3.87
N -0.35 0.08 0.50
N -1.17 -3.36 -1.14
C 5.08 -2.59 2.01
C -3.33 2.24 -2.09
C -0.61 -4.26 2.85
C -0.59 -3.37 4.25
C 3.06 -2.59 0.27
C -2.60 6.80 -2.42
C -1.10 4.00 -0.99
C 0.71 0.74 1.07
C 0.49 -2.30 1.26
C -0.82 -3.30 1.50
C 0.09 -1.32 0.01
C -1.24 -4.15 0.15
C -3.01 6.53 -5.40
C 4.41 -3.44 0.76
C 1.77 -3.29 1.00
C 0.88 -3.33 4.98
C -0.48 1.83 -3.01
C 0.48 1.26 2.64
C 6.07 -3.60 2.84
C -4.84 5.04 -3.52
C 2.14 1.12 0.36
C -1.22 -1.88 -0.87
H -0.82 1.26 -3.88
H 0.67 -1.77 2.29
H -3.11 1.42 -1.40
H -0.53 -5.11 0.10
H -0.34 1.13 -2.18
H -1.45 -3.65 5.00
H -1.09 -1.35 -1.93
H -2.35 -4.55 0.33
H -0.66 1.20 2.97
H 0.93 -1.13 -0.77
H 1.17 0.71 3.41
H -3.19 7.72 -2.53
H -3.30 5.89 -6.24
H -0.81 -2.24 3.92
H 1.54 -4.28 0.42
H -2.81 6.40 -1.43
H -2.24 -1.49 -0.45
H -3.80 1.81 -2.98
H 5.20 -3.49 -0.12
H -1.54 7.07 -2.48
H -2.00 6.91 -5.60
H -4.05 2.89 -1.59
H 2.15 -3.64 2.08
H -5.52 5.89 -3.68
H -1.86 4.62 -0.52
H -2.07 -3.60 -1.67
H 2.99 0.64 1.05
H 2.37 2.29 0.37
H -3.69 7.38 -5.37
H 0.74 2.42 2.63
H -1.53 -5.01 2.95
H -5.11 4.25 -4.23
H 1.01 -2.29 5.54
H -1.78 -2.63 1.76
H 0.49 2.29 -3.24
H -0.78 3.25 -0.25
H 1.80 -3.37 4.21
H 3.21 -1.45 0.50
H -0.23 4.62 -1.23
H 0.35 -4.93 2.76
H 2.23 0.65 -0.72
H 4.16 -4.54 1.10
H 2.95 -2.82 -0.90
H -5.01 4.67 -2.50
```

Values from the calculation:
**Charge**: 0
**Spin multiplicity**: 1
**Lowest unoccupied orbital energy**: -3.394 eV
**HOMO energy**: -5.09 eV
**Gap between HOMO and LUMO**: 0.0625 Eh

---

# 5
Computed, not measured: a 3-piece molecular cluster, C22H44ClN2O3 overall, with wB97M-V/def2-TZVPD.

XYZ file:
```
72
Properties=species:S:1:pos:R:3
Cl 0.27 -0.44 -2.18
O 2.21 2.64 2.40
O -3.05 -4.39 -0.96
O 2.51 -0.69 -4.19
N -2.97 -3.82 0.19
N 1.96 3.50 1.31
C -2.16 -5.49 2.39
C -4.35 -3.16 2.18
C 2.25 3.61 -1.18
C 1.84 5.16 3.07
C 3.97 4.94 1.80
C 1.91 5.94 0.72
C 0.52 0.54 -3.68
C -0.81 1.00 -4.32
C 1.32 -0.23 -4.64
C -2.08 0.30 -3.86
C -1.41 -2.54 1.70
C 4.70 4.38 0.59
C -5.31 -4.53 0.34
C -4.04 -4.26 1.15
C 2.43 4.85 1.70
C 2.66 2.92 0.13
C 4.19 2.97 0.28
C 2.21 1.47 0.01
C -1.17 -5.03 1.32
C -0.66 -3.36 -0.49
C -3.58 -5.55 1.83
C -1.56 -3.69 0.69
H -5.61 -3.64 -0.21
H 1.07 5.55 0.16
H -0.65 -4.14 -1.24
H 2.64 1.03 -0.90
H -0.17 -4.92 1.74
H -1.87 -6.49 2.74
H 2.10 6.19 3.36
H 2.61 4.63 -1.28
H -1.91 -2.71 2.65
H -0.98 -2.43 -0.96
H 1.56 6.81 1.28
H 4.46 2.31 1.11
H -3.63 -6.36 1.09
H -2.93 0.66 -4.45
H 1.07 1.42 -3.33
H 2.52 0.90 0.88
H -6.10 -4.80 1.04
H 1.12 1.43 -0.05
H -5.17 -5.34 -0.37
H 4.27 4.38 2.69
H -2.11 -4.84 3.26
H -1.11 -5.78 0.53
H -1.76 -1.60 1.28
H -0.35 -2.42 1.92
H -2.02 -0.78 -3.99
H 5.77 4.35 0.79
H 2.22 4.46 3.81
H -2.30 0.50 -2.81
H 4.26 5.99 1.97
H 0.36 -3.21 -0.12
H -5.43 -3.10 2.33
H 1.16 3.61 -1.27
H -0.91 2.08 -4.18
H 4.57 5.03 -0.28
H -4.29 -5.79 2.62
H -0.71 0.84 -5.40
H 0.76 -0.92 -5.28
H 2.67 3.04 -2.02
H 0.76 5.06 3.04
H 2.86 -1.36 -4.81
H 2.67 6.29 0.02
H -3.89 -3.35 3.15
H -4.03 -2.18 1.83
H 4.66 2.57 -0.63
```

Values from the calculation:
**Charge**: -1
**Spin multiplicity**: 3
**Lowest unoccupied orbital energy (spin up / spin down)**: 2.367 / 2.206 eV
**HOMO energy (spin up / spin down)**: -1.56 / -1.56 eV
**Gap between HOMO and LUMO (spin up / spin down)**: 0.1444 / 0.1385 Eh